{"formula": "C5H15N2O", "method": "ωB97M-V/def2-TZVPD", "homo_lumo_gap_ev": 4.75, "multiplicity": 1, "homo_energy_ha": -0.4543, "total_charge": 1, "relative_energy_kj_mol": 1071.7, "species": ["O", "N", "N", "C", "C", "C", "C", "C", "H", "H", "H", "H", "H", "H", "H", "H", "H", "H", "H", "H", "H", "H", "H"], "xyz": [[-0.648, 2.386, -0.475], [-2.331, 0.293, -0.219], [0.301, -1.119, 2.114], [1.627, 0.954, 0.380], [2.021, -0.222, -0.408], [1.012, -1.257, -0.783], [-0.357, -0.696, -1.197], [-1.399, -0.827, 0.018], [0.615, 1.373, 0.401], [-0.776, -1.168, -2.133], [1.425, -1.131, 0.367], [-1.825, -1.789, 0.072], [0.076, -0.930, 3.079], [-1.899, 1.283, -0.377], [-0.250, 0.413, -1.314], [-0.938, 3.291, -0.599], [1.856, 0.790, 1.438], [2.299, 1.809, -0.061], [3.140, -0.222, -0.656], [0.595, -2.061, 1.984], [-2.980, 0.352, 0.525], [-0.653, -0.808, 0.996], [1.289, -2.216, -1.246]], "atomic_forces_ev_per_a": [[-0.842, -1.273, 0.160], [3.619, -2.994, 2.050], [0.116, 1.736, -2.586], [1.516, 2.286, -1.165], [-0.579, -0.503, -1.665], [2.424, 2.522, -1.683], [-0.441, 0.432, 2.311], [-2.369, 4.499, -5.841], [-0.205, -0.419, -0.594], [0.649, 0.220, 1.173], [-0.857, -1.466, 0.858], [-0.930, -1.002, 0.903], [-1.033, 0.021, 0.117], [1.108, 0.314, -0.551], [-0.118, -0.914, -0.297], [-0.198, 0.203, 0.016], [0.609, -0.043, -0.049], [-1.040, -1.343, 1.185], [-1.617, -1.137, 0.719], [-0.474, -1.223, 0.135], [-1.593, -0.183, 0.646], [1.781, -0.295, 3.635], [0.474, 0.562, 0.521]]}

=====

{"formula": "C5H15N2O", "method": "ωB97M-V/def2-TZVPD", "homo_lumo_gap_ev": 9.69, "multiplicity": 1, "homo_energy_ha": -0.4864, "total_charge": 1, "relative_energy_kj_mol": 193.4, "species": ["O", "N", "N", "C", "C", "C", "C", "C", "H", "H", "H", "H", "H", "H", "H", "H", "H", "H", "H", "H", "H", "H", "H"], "xyz": [[2.037, -0.330, -2.994], [-2.081, -1.016, 1.039], [0.243, 0.085, 0.134], [1.515, 0.092, 0.857], [-0.732, 0.972, 0.783], [0.491, 0.501, -1.265], [0.993, -0.688, -2.102], [-1.574, 0.201, 1.750], [2.261, -0.381, 0.230], [-2.363, -0.695, 0.115], [-0.241, 1.837, 1.239], [-1.348, 1.449, 0.020], [1.384, -0.311, 1.861], [1.284, 1.269, -1.242], [-0.338, 1.053, -1.711], [-2.871, -1.463, 1.433], [1.902, 1.095, 0.988], [0.194, -1.028, -2.758], [1.263, -1.488, -1.427], [-2.432, 0.721, 2.134], [-1.360, -1.712, 0.823], [-0.988, -0.178, 2.562], [2.761, 0.014, -2.468]], "atomic_forces_ev_per_a": [[-0.365, -0.149, 0.339], [0.611, 0.408, -1.644], [-0.762, 0.578, -0.333], [-0.265, 0.164, -0.093], [0.600, 0.548, -0.761], [1.009, 0.352, 0.284], [-0.379, 0.790, -0.760], [0.259, -0.611, 0.359], [0.088, -0.714, 0.441], [-0.227, -0.065, -0.279], [-0.044, -0.110, 0.492], [-0.321, -0.273, -0.121], [0.337, -0.470, -0.178], [0.058, -0.120, -0.139], [-0.297, -0.514, 0.079], [-1.037, -0.568, 0.954], [-0.069, 0.681, 0.026], [-0.051, -0.228, 0.116], [0.224, -0.377, 0.170], [-0.297, 0.384, 0.120], [0.294, 0.257, 0.319], [0.290, -0.046, 0.643], [0.342, 0.080, -0.035]]}